ORCA calculation (wB97M-V/def2-TZVPD) on a structure of composition C62H84Br3HfN10O11.

Geometry as XYZ:
```
171
Properties=species:S:1:pos:R:3:forces:R:3:lowdin_charge:R:1
H -1.60937 -2.08490 -2.31757 -0.13 0.64 -0.29 0.0518
H -1.28180 2.16099 0.07210 0.55 0.17 -0.91 0.0913
C 2.79414 -3.62735 -5.12155 -0.24 0.28 -0.75 -0.0550
C -2.26481 2.02815 -5.39733 -0.05 0.32 -2.12 -0.0611
H 4.71156 1.57798 3.11031 0.61 -0.21 -0.89 0.0620
C -5.53603 -3.04426 -0.85883 1.93 -0.88 -1.66 -0.1469
H -1.59437 4.18620 0.96619 -0.54 -0.10 -0.01 0.1232
Hf 3.73922 -0.93496 0.55487 -3.43 0.73 -4.12 2.1398
H -1.25905 -1.97101 1.21093 -0.13 0.05 0.99 0.0696
H 6.37101 2.08101 0.94635 -0.39 -0.28 0.22 0.0808
H -1.43943 1.46654 -4.98532 -0.14 -0.11 0.11 0.0747
H -0.66092 -4.79373 -3.13306 0.04 -0.18 0.46 -0.0550
C 1.25690 -0.35885 -2.71846 -0.08 -0.16 1.71 -0.0332
C 2.66246 -4.34902 -2.82912 0.84 0.31 -1.23 -0.1084
H 0.92630 -0.14444 -3.73474 0.14 -0.09 0.07 0.0963
Br -0.89448 -5.51490 -0.64348 -0.40 0.03 -1.62 0.5689
C 4.69826 3.37718 1.67596 0.55 -0.01 0.68 -0.4345
H -5.22600 4.07328 3.07109 0.12 -0.13 -0.07 0.0770
H 1.70208 0.13305 8.50657 0.10 -0.49 -0.15 0.1208
C -3.08235 5.40911 1.78130 1.29 0.81 2.25 -0.1823
H -2.59722 1.27331 0.51667 -0.11 -0.27 0.36 0.0965
O -4.24333 5.06718 -3.42624 -0.12 -0.59 -0.70 0.0584
C 1.28968 1.71699 7.19740 -0.79 0.62 1.36 -0.0817
H -5.10354 4.01925 -7.12265 0.01 0.31 0.37 0.1235
H 2.69734 -6.80416 2.95915 0.18 -0.39 0.74 0.1269
C 3.15120 3.74454 -0.38063 -1.49 1.28 -0.16 -0.4144
N -3.90795 -4.16405 1.96924 0.68 0.63 -0.65 0.0036
H 2.11668 -6.42524 -2.61050 -0.22 0.08 0.15 0.1147
O 5.08288 -0.65064 -1.38382 -2.56 -0.33 3.88 -0.3584
C -0.32283 0.71125 1.85709 0.57 -0.85 0.01 -0.0325
C 4.25287 5.83129 0.75757 0.59 -1.96 1.39 -0.1704
H 7.63833 -0.37476 -3.54540 -0.12 0.36 0.07 0.0875
C 1.53072 1.41135 4.87103 -0.87 1.14 -0.37 -0.0213
H 3.10566 6.00829 -0.71492 -1.37 -1.07 -1.40 0.1356
H 1.44511 1.84201 3.88431 0.18 -0.30 -0.28 0.1008
C -6.25463 -2.65569 0.21210 -3.02 -1.66 2.92 -0.1555
C 1.65600 3.43029 -0.76782 0.91 -0.61 -0.17 -0.0018
C 5.79710 -0.01659 -2.43894 0.30 0.37 -1.15 -0.5524
O 1.28472 -1.21221 0.16886 1.35 1.72 -0.24 -0.2435
C 1.81421 0.07459 5.06877 0.12 -0.06 0.28 -0.1199
H -2.11148 -1.53284 -0.10623 -0.26 0.35 -0.32 0.0573
Br -3.11341 -4.80915 -3.00468 0.30 -0.15 0.31 0.6475
C -5.35341 3.00132 3.03841 -1.56 -0.28 -0.63 -0.0894
C -4.30334 -5.47963 3.64808 0.13 -0.62 1.55 -0.1294
H -6.87273 -0.67600 0.92672 0.09 -0.15 0.01 0.1067
H 5.46080 5.22398 2.35032 0.22 -0.26 0.29 0.1247
H -1.13684 1.15589 2.42961 -0.04 -0.10 -0.07 0.0897
H -4.23316 7.31840 1.74549 0.14 -0.25 0.42 0.1000
C -3.48173 6.47488 -0.11746 1.44 0.10 -0.46 -0.0845
H -2.16509 5.03531 -1.27949 -0.24 0.15 -0.07 0.0953
O 2.60727 -0.41079 2.83326 0.76 0.88 -0.42 -0.1037
C -0.56697 -4.93116 2.85850 -1.32 -0.54 0.39 -0.0806
N 0.34357 -0.23662 -0.31550 0.76 -0.61 -1.31 -0.0699
H 3.82828 5.08682 2.75672 -0.51 -0.26 -0.21 0.1276
H -3.95151 2.40533 -8.42698 0.36 -0.08 -0.11 0.1142
C -2.87055 3.06389 -4.68018 -0.61 -1.48 -0.38 -0.0100
O 4.13757 -4.88067 2.22275 -2.63 0.33 0.41 0.1123
H 6.46189 3.56073 0.13479 -0.82 0.52 -0.01 0.0785
C 1.82193 -0.47773 6.36831 0.53 1.21 1.24 0.0435
H 1.89794 0.43177 -2.32849 -0.01 0.40 -0.22 0.0594
H 4.20228 0.34677 -3.80519 -0.28 -0.20 -0.16 0.0680
O 3.43849 1.45716 0.56634 0.88 3.10 0.91 -0.2433
C 2.19896 -4.80138 -5.59457 0.66 0.05 0.67 -0.0392
C -3.58955 6.57597 1.29721 -2.01 -0.34 -0.99 -0.0882
C -0.55397 -1.97968 -2.06626 0.18 0.55 1.01 -0.0276
H 3.43695 -2.39777 -3.56429 0.06 -0.18 0.51 0.0790
H 1.17454 4.32162 -1.17009 0.28 0.03 -0.10 0.0954
O -5.62322 5.17602 -5.08739 -0.25 0.17 0.36 0.0936
H -4.75899 -0.22714 2.76577 0.32 0.10 -0.38 0.0873
H 3.62306 2.70825 3.51159 -0.07 0.91 -0.02 0.0672
H -0.47017 1.43500 -2.60058 0.01 0.22 -0.07 0.1081
C -3.60671 2.59596 -7.42141 1.19 -1.72 1.17 -0.0579
C 1.78327 -4.98554 2.63396 -0.90 1.02 -0.28 -0.1143
H 2.09216 -1.48151 6.66126 -0.11 -0.25 -0.69 0.1216
H 0.53655 -7.96076 3.78349 0.55 -0.05 0.06 0.1240
H 0.02876 -2.42979 -2.86995 -0.01 -0.14 0.07 0.0673
C -6.59975 2.36530 3.15716 1.33 0.48 0.57 -0.1079
H -1.52677 -4.45437 2.72490 -0.04 0.24 0.07 0.0781
H 4.07194 6.85166 1.09550 -0.16 -0.13 0.02 0.1350
C -1.80162 -1.09946 0.84470 1.20 -0.86 -1.39 -0.0038
C 1.64118 0.42294 7.46798 0.04 -1.36 -1.83 -0.0242
C -3.97798 -4.20225 4.15815 -0.57 1.09 0.16 -0.1064
H 7.89333 0.01913 -1.83159 -0.04 0.25 -0.03 0.0788
H -2.72723 3.13562 -3.61213 0.22 0.55 -0.08 0.0939
H 5.37058 3.03287 3.75704 -0.15 0.35 -0.16 0.1048
H -4.21474 -6.30072 1.60954 -0.21 0.37 -0.20 0.1165
H -3.34479 2.19276 2.54168 -0.07 -0.30 -0.03 0.0632
H -5.38568 -4.04246 -1.24272 0.13 0.11 0.13 0.0727
H 7.33496 -1.52730 -2.30677 -0.28 -0.22 -0.02 0.0850
C 3.00939 -3.36336 -3.79064 -0.23 -0.40 0.71 -0.0170
O 2.74261 -5.07328 -0.62647 0.69 0.57 -1.00 0.0970
H -6.83213 -3.29060 0.86768 0.08 -0.08 0.02 0.1155
C -5.07767 0.80441 2.73853 0.54 -1.36 0.63 -0.1760
C 0.61613 -6.92695 3.48135 -1.61 -0.09 0.49 -0.0443
H -7.61094 2.70400 3.32795 0.25 0.30 0.08 0.1129
C 4.09682 3.58021 -1.57858 -0.27 -1.46 -0.18 0.0099
N -6.37456 1.02201 3.07679 -0.72 0.99 -0.49 0.0019
O 2.98559 -3.18864 1.63783 -0.82 0.82 0.49 -0.1440
H -2.74506 -0.85453 1.33258 0.46 0.21 0.51 0.0787
H -7.14576 0.38336 3.20901 0.59 -0.32 -0.18 0.1523
H -3.48519 -2.32014 2.98913 -0.19 -0.12 0.10 0.0850
H 5.86392 1.07058 -2.39768 -0.42 0.34 1.13 0.1146
N -5.55918 -0.80382 -0.71666 0.59 -0.80 -0.04 0.0559
C 0.00659 -0.49913 -1.77970 -0.65 -1.35 -1.25 -0.3930
C 1.99541 -5.81193 -4.68696 -0.22 0.29 1.45 -0.0673
C -6.30973 -1.32883 0.27615 -0.88 2.42 1.10 -0.1581
O 3.17969 -3.01028 -0.93750 0.92 1.12 -1.05 -0.0877
H -1.46858 0.15685 -3.30293 0.65 -0.36 -0.14 0.1034
H -0.50640 -2.58457 -1.16076 0.63 -0.15 -0.06 0.0311
C -0.80287 0.06515 0.56727 -2.03 1.21 -0.31 -0.4449
H -3.70535 -3.81041 1.04512 -0.25 -0.25 -0.04 0.1150
C -1.34715 -5.47313 -2.62747 0.23 -0.60 0.18 -1.4944
H 0.85037 3.26497 5.88455 -0.01 -0.04 -0.65 0.1220
H 5.04301 -1.19495 -4.14886 0.11 -0.01 -0.01 0.0711
N -4.65161 4.71726 -4.52979 0.01 0.59 -0.14 -0.3461
C -2.64144 5.40062 -0.38169 -0.21 1.07 -0.60 -0.1433
N 2.95287 -4.13736 -1.38355 -1.97 -1.25 1.11 -0.2524
H 5.18216 5.84944 0.18819 -0.22 0.06 -0.59 0.1236
C 6.12574 3.13460 1.08005 0.46 -0.61 -0.05 -0.0085
C 2.21372 -5.59050 -3.28888 0.24 -0.22 -0.70 0.0009
H 1.04436 3.11052 0.07583 0.25 -0.13 0.09 0.0665
C 1.76398 -6.29469 3.14806 2.61 0.84 -1.95 0.0038
C -1.72539 1.18642 -0.13175 0.66 -0.58 2.83 -0.1511
C 3.06978 5.22852 0.04585 0.72 1.61 0.17 -0.1548
C 4.61561 2.66274 3.06341 -0.46 -0.47 -0.09 -0.0162
C -3.78837 -3.35204 3.08736 0.13 -1.70 -0.40 -0.1327
C -4.39394 1.99630 2.70625 -0.81 0.50 0.53 -0.1102
C 4.50937 4.90377 1.92564 1.22 0.58 1.44 -0.1423
H 3.11914 -2.88837 -5.83896 -0.12 0.19 -0.04 0.1152
H -2.67754 1.81503 -1.82335 -0.55 -0.42 -0.40 0.1087
H 5.78759 0.38172 -4.53089 0.01 -0.15 -0.02 0.0915
C -2.23279 0.88382 -1.47242 1.81 -0.13 -1.07 -0.1575
H -4.01129 -3.88701 5.19058 0.03 -0.14 -0.02 0.0949
H -4.36968 -1.77546 -2.21651 -0.08 0.13 -0.05 0.0908
H 6.86607 3.50651 1.78836 -0.26 0.03 0.31 0.0990
H -2.91021 0.03313 -1.39814 -0.31 0.26 -0.30 0.0889
H 0.44974 1.45081 1.64662 -0.03 0.17 -0.07 0.0674
H 3.96756 4.36956 -2.31906 0.33 0.38 0.49 0.1120
H 0.14829 -0.07835 2.44248 -0.10 0.11 0.30 0.0584
H 1.66586 2.65791 -1.53687 -0.32 -0.12 0.16 0.0627
H -2.11100 1.06514 -7.36207 0.15 -0.21 0.22 0.0975
H 2.17156 5.37659 0.64532 0.01 0.06 0.07 0.1301
H 0.44039 -3.29519 2.05858 0.64 0.08 -0.12 0.0970
H -4.62641 -6.30204 4.26911 0.20 -0.13 -0.14 0.1017
H -1.49469 -6.68620 3.72181 -0.18 0.14 -0.16 0.1140
H 1.86495 -1.26254 -2.67691 -0.12 0.00 -0.17 0.0371
C 7.22493 -0.46851 -2.54120 1.10 -1.12 0.76 -0.0625
O 1.72756 -1.95053 4.03576 -0.04 -0.19 -0.26 0.1493
C -2.61627 1.80740 -6.76196 -0.17 0.95 0.33 -0.0373
C -4.17579 -5.47366 2.30298 0.08 0.90 -0.41 -0.1274
H 0.99459 2.34861 8.02225 0.23 0.11 0.21 0.1230
N -2.36362 4.82193 0.81065 0.31 -1.50 -0.58 -0.0154
N 3.59469 2.91890 0.81114 0.01 -4.57 -2.10 0.0940
H -3.84490 7.20221 -0.82845 -0.03 -0.22 -0.04 0.0986
C -4.27218 3.50171 -6.66723 -0.53 1.06 1.33 -0.0062
N 3.02956 -4.32967 2.15907 2.93 -0.80 -0.26 -0.2605
C -3.90491 3.71477 -5.31384 -0.03 0.29 -0.45 -0.1272
N 2.04918 -0.81126 3.87511 0.18 -0.79 1.37 -0.2809
Br -1.08081 -7.23937 -3.49191 -0.17 0.87 0.73 0.5918
H 5.11972 3.35444 -1.27725 -0.06 0.68 -0.23 0.0651
C 1.15703 2.23109 5.94332 0.87 -0.56 -0.79 -0.0389
H 1.99609 -4.98833 -6.63874 0.11 0.23 -0.09 0.1211
C 0.57455 -4.28438 2.47077 0.72 -0.19 0.00 -0.0314
C -5.02318 -1.89655 -1.36523 0.95 1.32 -2.21 -0.1636
C -1.01559 0.51755 -2.37946 -0.84 0.46 1.19 -0.1298
H 1.64703 -6.76053 -5.06801 -0.04 -0.16 0.42 0.0974
H -5.45185 0.18861 -0.87052 0.24 -0.37 -0.22 0.1544
C -0.57829 -6.21643 3.39634 0.54 0.16 -0.11 -0.0132
H -2.98787 5.01370 2.78186 -0.10 0.27 0.09 0.1055
C 5.16568 -0.16287 -3.82044 -0.83 -0.03 0.34 -0.0552
H 3.80001 2.69543 -2.14177 -0.10 -0.33 0.12 0.0718
```
Forces are in eV/Å.

Results
- molecular weight (Da) = 1563.615
- spin multiplicity = 2
- total charge = +2
- orbital gap (spin up / spin down) (eV) = 3.8 / 3.8
- LUMO energy (spin up / spin down) (eV) = -7.3 / -7.4
- expectation value of S² = 0.76